## one
Below is C2H9NO2P2 as an isolated structure, with properties calculated with ωB97M-V with the def2-TZVPD basis set.

Structure (ORCA input):
```
! wB97M-V def2-TZVPD RIJCOSX def2/J DEFGRID3
* xyz 0 1
C -2.1197 0.0357 -1.3285
C 2.2796 0.4777 1.1366
N 0.0706 -1.1675 0.5222
O 0.4845 0.5319 -2.3476
O 0.0692 -0.1526 2.8437
P -0.3818 -0.3365 -1.6186
P 0.4703 0.1115 1.4554
H -2.5259 -0.5679 -0.4922
H -2.2424 1.0951 -1.1538
H -2.6660 0.1817 -2.3474
H 2.9117 -0.1190 1.7938
H 2.3723 0.0766 0.1694
H 2.5689 1.5412 1.1664
H -0.7785 -1.5121 0.8556
H -0.4378 -1.6251 -1.9712
H -0.0750 1.4291 1.3160
*
```

Properties
- HOMO-LUMO gap (eV) = 9.05
- HOMO level (eV) = -9.43
- E_LUMO (eV) = -0.387

Here are the Löwdin charges for atoms 1 to 5, given in e: atom 1 (C): -0.240, atom 2 (C): -0.189, atom 3 (N): -0.199, atom 4 (O): -0.335, atom 5 (O): -0.423

## two
Below is C2H9NO2P2 as an isolated structure, with properties calculated with ωB97M-V with the def2-TZVPD basis set.

Structure (ORCA input):
```
! wB97M-V def2-TZVPD RIJCOSX def2/J DEFGRID3
* xyz 0 1
C -2.5651 -0.3129 -0.5363
C 1.9411 1.3992 0.3167
N 3.2958 -0.6075 -0.9505
O 0.0398 -0.3625 -0.9261
O 1.7263 -1.3062 1.1035
P -0.9335 -0.6491 0.1671
P 2.1403 -0.3806 0.0446
H -3.2883 -0.2197 0.2647
H -2.4936 0.6173 -1.0171
H -2.7633 -1.0749 -1.4055
H 0.9690 1.6608 0.4956
H 2.7938 1.5777 0.9593
H 2.1047 1.9020 -0.6073
H 3.6765 -1.4032 -1.4731
H -0.8934 -1.8932 0.6992
H -0.8238 0.3835 0.9955
*
```

Properties
- HOMO-LUMO gap (eV) = 9.67
- HOMO level (eV) = -9.10
- E_LUMO (eV) = 0.574

Here are the Löwdin charges for atoms 1 to 5, given in e: atom 1 (C): -0.230, atom 2 (C): -0.169, atom 3 (N): -0.176, atom 4 (O): -0.487, atom 5 (O): -0.389

Relative energy of each structure, in eV: one 0.822; two 0.000.

## one
Below is CH2O2S3 in the gas phase, with properties calculated with ωB97M-V with the def2-TZVPD basis set.

Structure (ORCA input):
```
! wB97M-V def2-TZVPD RIJCOSX def2/J DEFGRID3
* xyz 0 1
O -0.0566 -1.8559 0.5015
S 0.6116 -0.6774 0.2244
O -0.2700 -0.1353 -1.6181
S 2.4777 -0.5607 0.4154
C -0.3915 0.7704 0.8290
S 0.2253 2.2133 0.5907
H -1.1275 -0.3984 -1.9634
H -1.4691 0.6440 1.0205
*
```

Properties
- HOMO-LUMO gap (eV) = 7.80
- SMILES = O=[S@](O)(=S)C=S
- HOMO level (eV) = -9.73
- E_LUMO (eV) = -1.932

Here are the Löwdin charges for atoms 1 to 5, given in e: atom 1 (O): -0.392, atom 2 (S): 0.309, atom 3 (O): -0.340, atom 4 (S): 0.408, atom 5 (C): -0.790

## two
Below is CH2O2S3 as an isolated structure, with properties calculated with ωB97M-V with the def2-TZVPD basis set.

Structure (ORCA input):
```
! wB97M-V def2-TZVPD RIJCOSX def2/J DEFGRID3
* xyz 0 1
C 0.4139 -0.5211 -0.5447
O -0.5632 1.2849 1.1767
O -1.1233 -1.1306 1.5476
S -1.8443 0.0409 -1.0877
S 1.7076 0.5195 -0.9451
S -0.8032 -0.0378 0.6586
H 0.5881 -1.5080 -0.9191
H 1.6245 1.3521 0.1137
*
```

Properties
- HOMO-LUMO gap (spin up / spin down) (eV) = 8.17 / 8.17
- HOMO level (spin up / spin down) (eV) = -9.87 / -9.87
- E_LUMO (spin up / spin down) (eV) = -1.706 / -1.706

Here are the Löwdin charges for atoms 1 to 5, given in e: atom 1 (C): -0.736, atom 2 (O): -0.379, atom 3 (O): -0.349, atom 4 (S): 0.488, atom 5 (S): 0.826

Relative energy of each structure, in eV: one 1.815; two 0.000.